{
  "formula": "CHClO2S",
  "method": "wB97M-V/def2-TZVPD",
  "charge": 0,
  "lumo_energy_ev": [-1.28, 0.00],
  "e_above_lowest_ev": 2.557,
  "orbital_gap_ha": [0.240, 0.328],
  "symbols": ["C", "O", "O", "S", "Cl", "H"],
  "coordinates": [[-1.064298, -0.143853, 0.107180], [0.198995, -0.181229, 0.000450], [2.763823, 0.248370, 0.006586], [1.490961, 0.919486, 0.128510], [-1.945169, -1.617133, 0.137630], [-1.444311, 0.774358, -0.380356]],
  "atomic_forces_ev_per_a": [[-1.8, 1.8, -0.9], [3.5, -1.4, 0.4], [0.2, -0.7, -0.1], [-1.2, 0.7, 0.0], [0.2, 0.4, -0.1], [-1.0, -0.8, 0.6]],
  "nbo_charge": [0.10, -0.66, -0.81, 1.19, 0.02, 0.17]
}

***

{
  "formula": "C23H23NO4",
  "method": "wB97M-V/def2-TZVPD",
  "charge": 0,
  "lumo_energy_ev": 0.68,
  "e_above_lowest_ev": 1.678,
  "orbital_gap_ha": 0.330,
  "smiles": "CCOc1ccc(OCc2ccc(C(=O)N3CCc4ccccc4C3)o2)cc1",
  "symbols": ["C", "C", "O", "C", "C", "C", "C", "O", "C", "C", "C", "C", "C", "C", "O", "N", "C", "C", "C", "C", "C", "C", "C", "C", "C", "O", "C", "C", "H", "H", "H", "H", "H", "H", "H", "H", "H", "H", "H", "H", "H", "H", "H", "H", "H", "H", "H", "H", "H", "H", "H"],
  "coordinates": [[2.682087, 3.974029, -0.876020], [2.509881, 2.461767, -0.985406], [1.317786, 2.094407, -1.650871], [0.126073, 2.150565, -0.997545], [-0.055091, 2.484014, 0.341664], [-1.319251, 2.440387, 0.905417], [-2.422506, 2.080417, 0.145832], [-3.695226, 2.045686, 0.690179], [-3.912342, 0.986462, 1.611427], [-3.815548, -0.343351, 0.934146], [-4.762116, -1.235141, 0.512038], [-4.066747, -2.251898, -0.172113], [-2.735551, -1.915491, -0.125845], [-1.640184, -2.600957, -0.834731], [-1.916273, -3.494062, -1.624271], [-0.362612, -2.199843, -0.626191], [0.671363, -2.692192, -1.510354], [1.803580, -3.308690, -0.697091], [2.361121, -2.264977, 0.223449], [3.701364, -2.251661, 0.588343], [4.196450, -1.274467, 1.430690], [3.347917, -0.294043, 1.919221], [2.014272, -0.299201, 1.558130], [1.511126, -1.276362, 0.706653], [0.046101, -1.228119, 0.361677], [-2.589205, -0.753437, 0.555334], [-2.249106, 1.772900, -1.200260], [-0.992423, 1.807986, -1.762843], [2.664307, 4.418715, -1.867780], [3.634452, 4.200001, -0.404374], [1.881977, 4.417929, -0.288865], [2.565539, 1.983356, 0.000220], [3.305088, 2.043825, -1.609293], [0.777743, 2.775244, 0.962085], [-1.446238, 2.698327, 1.946859], [-3.186767, 1.038972, 2.435542], [-4.920880, 1.136566, 1.999313], [-5.818730, -1.167395, 0.669658], [-4.473359, -3.118327, -0.650574], [0.208561, -3.426100, -2.171973], [1.059123, -1.856329, -2.106443], [2.580551, -3.691443, -1.360141], [1.412939, -4.148147, -0.114502], [4.358491, -3.019095, 0.205162], [5.240232, -1.275102, 1.706726], [3.726831, 0.471035, 2.580940], [1.342595, 0.456012, 1.941602], [-0.519473, -1.400651, 1.283828], [-0.195296, -0.213350, 0.015338], [-3.109595, 1.502713, -1.792625], [-0.843035, 1.558522, -2.801372]],
  "atomic_forces_ev_per_a": [[-0.2, -0.4, -0.1], [0.4, 0.2, 0.2], [-0.3, 0.0, -0.2], [-0.2, 0.0, 0.0], [0.4, 0.0, -0.2], [-0.5, 0.0, -0.1], [0.2, 0.1, -0.1], [0.2, 0.3, -0.1], [0.2, -0.4, 0.0], [-0.8, 0.0, 0.1], [0.4, 0.4, 0.3], [0.8, 0.0, 0.0], [-1.2, -0.5, -0.2], [0.3, -0.1, -0.1], [-0.3, 0.0, 0.1], [0.2, -0.1, 0.0], [0.1, -0.4, -0.3], [-0.2, 0.1, -0.1], [0.0, 0.0, 0.0], [0.0, 0.0, 0.0], [0.1, 0.0, 0.0], [0.0, 0.1, 0.1], [0.0, -0.1, 0.0], [0.1, -0.1, 0.0], [-0.2, 0.5, 0.4], [0.1, 0.1, 0.1], [-0.1, 0.1, 0.3], [0.3, 0.1, 0.1], [0.0, 0.1, -0.1], [0.1, 0.1, 0.1], [0.0, 0.1, 0.1], [0.0, 0.0, -0.1], [-0.1, 0.0, 0.2], [0.1, 0.0, 0.0], [0.0, 0.0, 0.1], [-0.1, 0.0, -0.1], [0.1, -0.1, 0.0], [-0.2, 0.1, 0.1], [0.0, -0.2, -0.2], [0.1, 0.2, 0.1], [0.0, -0.1, 0.0], [0.0, 0.0, 0.0], [0.0, 0.0, -0.1], [0.1, -0.1, -0.1], [0.1, 0.0, 0.0], [0.0, 0.1, 0.1], [-0.1, 0.1, 0.0], [0.1, 0.1, -0.2], [0.0, -0.1, 0.2], [-0.1, -0.1, 0.0], [0.0, 0.0, -0.1]],
  "nbo_charge": [-0.64, -0.07, -0.50, 0.30, -0.32, -0.20, 0.24, -0.51, -0.10, 0.26, -0.30, -0.22, 0.15, 0.63, -0.63, -0.42, -0.22, -0.45, 0.07, -0.23, -0.21, -0.22, -0.20, -0.06, -0.24, -0.40, -0.22, -0.25, 0.22, 0.21, 0.21, 0.18, 0.20, 0.22, 0.21, 0.19, 0.21, 0.23, 0.25, 0.25, 0.19, 0.22, 0.22, 0.21, 0.21, 0.21, 0.21, 0.22, 0.23, 0.23, 0.23]
}

***

{
  "formula": "CH8N2O2",
  "method": "wB97M-V/def2-TZVPD",
  "charge": 0,
  "lumo_energy_ev": 0.22,
  "e_above_lowest_ev": 0.433,
  "orbital_gap_ha": 0.366,
  "smiles": "[H]/N=C/N.O.O",
  "symbols": ["H", "N", "C", "N", "H", "H", "H", "O", "H", "H", "O", "H", "H"],
  "coordinates": [[0.735460, 2.683468, 1.555040], [0.268138, 2.530808, 0.671512], [0.390531, 1.360567, 0.218048], [-0.347597, 0.961347, -0.877597], [0.995829, 0.572886, 0.668886], [-0.708081, 1.784853, -1.344091], [0.006756, 0.248142, -1.494382], [0.890549, -2.076116, 0.224475], [1.384448, -2.213591, -0.593943], [1.603658, -1.833276, 0.833352], [-2.060997, -1.503376, 0.006951], [-1.861042, -0.610619, -0.296592], [-1.297653, -1.905092, 0.428340]],
  "atomic_forces_ev_per_a": [[0.3, -0.2, 0.0], [-0.3, 0.4, 0.0], [0.0, -0.5, 0.2], [0.0, 0.5, -0.1], [0.0, 0.0, 0.0], [-0.2, -0.2, -0.2], [0.2, 0.0, 0.2], [0.7, 0.2, 0.0], [-0.3, -0.2, -0.1], [-0.3, -0.1, 0.1], [-0.8, -0.3, -0.1], [0.5, -0.1, 0.3], [0.3, 0.5, -0.2]],
  "nbo_charge": [0.35, -0.71, 0.28, -0.84, 0.14, 0.39, 0.39, -0.94, 0.47, 0.47, -0.97, 0.48, 0.48]
}

***

{
  "formula": "C5H6O",
  "method": "wB97M-V/def2-TZVPD",
  "charge": 0,
  "lumo_energy_ev": [-0.10, 0.19],
  "e_above_lowest_ev": 5.661,
  "orbital_gap_ha": [0.291, 0.292],
  "symbols": ["C", "C", "C", "C", "C", "O", "H", "H", "H", "H", "H", "H"],
  "coordinates": [[1.429823, -0.469425, -1.243727], [2.657430, -0.672843, -1.680374], [-2.345671, 0.714130, 1.296073], [-1.083722, 0.777229, 0.867823], [-0.393515, -0.386658, 0.524569], [0.756973, -0.259685, -0.154688], [3.436137, -0.931689, -1.075074], [2.695694, -0.563415, -2.823313], [-2.868079, 1.622116, 1.667275], [-2.853506, -0.154642, 1.262634], [-0.463847, 1.684962, 0.740708], [-0.967716, -1.360079, 0.618094]],
  "atomic_forces_ev_per_a": [[-0.8, -0.1, -0.8], [-3.0, 0.9, -2.8], [0.3, 4.1, 0.8], [1.8, 0.6, -0.3], [-0.9, -1.6, -0.8], [0.5, 0.2, 1.1], [2.3, -0.6, 1.3], [0.5, -0.4, 2.0], [0.4, -0.8, -0.4], [-1.7, -2.8, 0.1], [-0.8, -0.3, 0.3], [1.4, 0.9, -0.5]],
  "nbo_charge": [0.37, -0.62, -0.37, -0.28, 0.14, -0.46, 0.21, 0.24, 0.20, 0.18, 0.22, 0.17]
}